No. 1
Entry from OMol25: a cluster of 7 separate species, C28H35F21O14 in total in a non-equilibrium geometry (ωB97M-V with the def2-TZVPD basis set).

```
! wB97M-V def2-TZVPD RIJCOSX def2/J DEFGRID3
* xyz 1 2
C -26.198 -9.619 5.803
C -25.574 -8.328 5.157
O -25.795 -8.480 3.798
C -26.936 -8.277 3.243
O -27.975 -7.894 3.792
C -26.812 -8.447 1.700
F -26.692 -7.201 1.280
F -25.813 -9.223 1.276
F -27.947 -8.922 1.184
H -25.687 -9.939 6.711
H -26.217 -10.437 5.084
H -27.198 -9.285 6.080
H -24.494 -8.363 5.300
H -25.895 -7.368 5.561
C -16.764 -21.324 3.092
C -17.970 -21.374 2.125
O -18.549 -20.076 1.759
C -19.283 -19.397 2.577
O -19.641 -19.755 3.705
C -19.588 -18.026 1.962
F -18.798 -17.669 0.972
F -20.873 -17.940 1.605
F -19.437 -16.987 2.851
H -16.914 -20.595 3.889
H -15.858 -21.031 2.561
H -16.505 -22.275 3.558
H -18.708 -22.015 2.607
H -17.778 -21.984 1.242
C -17.125 -12.492 7.036
C -18.020 -12.217 5.790
O -17.329 -12.497 4.519
C -17.162 -13.710 4.084
O -17.575 -14.687 4.734
C -16.252 -13.901 2.832
F -16.787 -14.886 2.066
F -16.198 -12.744 2.172
F -15.029 -14.134 3.262
H -16.714 -13.500 6.985
H -17.644 -12.492 7.995
H -16.194 -11.939 6.908
H -18.391 -11.193 5.829
H -18.865 -12.901 5.861
C -25.021 -13.122 7.281
C -23.948 -14.149 7.015
O -23.084 -13.667 5.956
C -22.766 -14.526 4.981
O -23.172 -15.704 4.906
C -21.946 -13.911 3.832
F -21.226 -14.859 3.223
F -22.884 -13.511 2.950
F -21.128 -13.003 4.311
H -24.543 -12.202 7.617
H -25.587 -13.455 8.152
H -25.672 -13.011 6.415
H -24.434 -15.094 6.774
H -23.268 -14.313 7.851
C -25.879 -13.443 1.906
C -27.319 -13.948 1.619
O -28.286 -13.333 2.521
C -28.358 -13.683 3.839
O -27.760 -14.618 4.416
C -29.178 -12.724 4.705
F -28.312 -12.180 5.491
F -29.731 -11.724 3.900
F -30.137 -13.262 5.364
H -25.530 -13.538 2.934
H -25.812 -12.359 1.817
H -25.105 -13.895 1.286
H -27.299 -15.038 1.594
H -27.674 -13.668 0.628
C -32.174 -14.140 13.040
C -32.038 -13.928 11.533
O -30.840 -14.410 11.023
C -29.757 -13.648 10.898
O -29.740 -12.379 11.089
C -28.450 -14.518 10.679
F -27.772 -14.649 11.810
F -28.721 -15.741 10.122
F -27.730 -13.857 9.773
H -33.007 -13.516 13.361
H -31.347 -13.781 13.652
H -32.511 -15.149 13.278
H -32.165 -12.892 11.218
H -32.944 -14.428 11.190
C -19.825 -16.573 6.666
C -19.065 -17.789 6.068
O -17.916 -18.148 6.753
C -17.865 -18.818 7.977
O -18.806 -19.433 8.507
C -16.408 -18.938 8.572
F -15.593 -18.423 7.685
F -16.441 -18.249 9.752
F -16.083 -20.240 8.891
H -20.384 -16.698 7.594
H -20.580 -16.329 5.918
H -19.181 -15.696 6.731
H -18.632 -17.231 5.237
H -19.651 -18.693 5.906
*
```

Computed properties:
**E_HOMO (alpha / beta)**: -12.274 / -12.274 eV
**Relative energy (zero: lowest compared OMol25 entry of this formula, charge and spin)**: 72.5 kJ/mol
**Calculated total energy**: -115323.7252 eV
**LUMO energy (alpha / beta)**: -4.70 / -10.09 eV



No. 2
Entry from OMol25: a structure of composition C28H35FMoN2O3Te (ωB97M-V with the def2-TZVPD basis set).

```
! wB97M-V def2-TZVPD RIJCOSX def2/J DEFGRID3
* xyz 1 2
Mo -0.115 -3.008 -0.370
C -2.156 -3.414 3.231
O -1.215 -3.240 2.141
C -1.776 -2.898 0.942
O -2.934 -2.694 0.780
H -1.563 -3.700 4.093
H -2.872 -4.191 2.976
H -2.682 -2.480 3.413
F -0.208 -8.956 -1.174
C -0.310 -7.633 -1.061
C -1.294 -6.983 -1.801
C -1.416 -5.615 -1.696
C -0.552 -4.903 -0.854
C 0.416 -5.594 -0.116
C 0.555 -6.973 -0.213
H -1.941 -7.567 -2.441
H -2.178 -5.093 -2.258
H 1.088 -5.074 0.576
H 1.294 -7.527 0.347
N 1.398 -2.461 1.201
H 2.383 -2.660 1.045
H 1.119 -2.860 2.096
H 1.290 -1.439 1.295
C -0.602 -0.882 -3.738
C -1.339 -1.006 -2.444
O -2.306 -0.402 -2.099
N -0.790 -2.001 -1.554
Te -0.293 0.643 0.705
C -0.091 2.336 1.961
C -1.245 2.813 2.591
C -2.594 2.157 2.444
C -1.139 3.947 3.393
C 0.067 4.607 3.577
C 0.162 5.828 4.448
C 1.197 4.099 2.947
C 1.147 2.966 2.146
C 2.419 2.463 1.523
C 0.481 1.463 -1.092
C -0.236 2.495 -1.711
C -1.538 3.012 -1.168
C 0.277 3.055 -2.879
C 1.464 2.622 -3.450
C 2.012 3.263 -4.693
C 2.143 1.578 -2.831
C 1.671 0.990 -1.664
C 2.435 -0.176 -1.095
H -1.139 -0.193 -4.384
H -0.512 -1.860 -4.212
H 0.401 -0.496 -3.546
H -2.591 1.133 2.822
H -2.906 2.110 1.400
H -3.346 2.713 3.000
H -2.029 4.323 3.883
H -0.823 6.162 4.772
H 0.643 6.650 3.916
H 0.758 5.622 5.338
H 2.150 4.596 3.088
H 3.274 3.025 1.893
H 2.399 2.554 0.435
H 2.576 1.409 1.764
H -2.260 2.200 -1.059
H -1.959 3.760 -1.837
H -1.402 3.474 -0.187
H -0.278 3.856 -3.355
H 1.271 3.902 -5.170
H 2.334 2.512 -5.415
H 2.881 3.879 -4.454
H 3.067 1.214 -3.268
H 3.389 -0.305 -1.605
H 1.850 -1.091 -1.256
H 2.619 -0.054 -0.028
*
```

Computed properties:
**E_HOMO (alpha / beta)**: -10.409 / -10.408 eV
**Relative energy (zero: lowest compared OMol25 entry of this formula, charge and spin)**: 0.0 kJ/mol
**Calculated total energy**: -50586.1843 eV
**LUMO energy (alpha / beta)**: -4.03 / -4.46 eV